Molecular formula: C12H14BF4IN2Os
Method: DFT, the ωB97M-V functional and the def2-TZVPD basis

Geometry as ORCA input:
```
! RIJCOSX wB97M-V def2-TZVPD def2/J DEFGRID3
* xyz 2 5
C -0.29422 -0.98593 2.49720
C -1.49908 -0.17200 2.36930
H 0.03195 -1.55115 1.62004
H -0.51874 -1.66635 3.35622
H 0.52926 -0.34304 2.81974
H -1.84255 0.08205 1.36035
H -2.28865 -0.70911 2.90483
H -1.35367 0.72898 2.97531
C 1.96447 -1.84555 -0.94822
C 3.16361 -1.95455 -1.63259
C 3.44498 -1.08919 -2.70565
C 2.55691 -0.08796 -3.07466
H 1.66091 -2.43314 -0.07711
H 3.90388 -2.68696 -1.29872
H 4.39491 -1.19742 -3.22902
H 2.72435 0.69445 -3.80626
N 1.06038 -0.91120 -1.36013
C 1.31854 -0.03671 -2.40013
C 0.30719 0.99937 -2.50815
N -0.65894 0.87857 -1.53696
C -1.51448 1.88282 -1.19309
C -0.58871 3.17078 -3.02091
C -1.50004 3.03030 -1.96693
H -2.08938 1.72295 -0.27238
H -2.17572 3.84351 -1.70909
C 0.36693 2.19392 -3.26329
H 1.18140 2.25497 -3.96259
H -0.62599 4.07335 -3.63138
Os -0.59766 -0.90611 -2.49610
I -2.27202 -2.49614 -1.77457
F -0.92724 0.18146 5.16052
B -1.77379 -0.88611 5.61437
F -1.61950 -1.06940 6.99580
F -3.12433 -0.61259 5.28702
F -1.34494 -2.09685 4.90723
*
```

Computed properties:
Relative energy (zero: lowest compared OMol25 entry of this formula, charge and spin)   30.02 kcal per mole



Molecular formula: C16H29N3O5S
Method: DFT, the ωB97M-V functional and the def2-TZVPD basis

Geometry as ORCA input:
```
! RIJCOSX wB97M-V def2-TZVPD def2/J DEFGRID3
* xyz 0 1
C 6.72349 0.12360 -1.79863
C 5.54676 0.37605 -0.86140
C 5.08163 -0.89030 -0.17453
S 3.73044 -0.47443 0.96352
O 4.16223 0.60234 1.80872
O 3.29008 -1.68734 1.59894
N 2.58947 0.12117 -0.11359
C 1.67106 -0.87035 -0.63464
C 0.52403 -1.17563 0.32902
C -0.18813 0.09802 0.80145
C -1.00311 0.71604 -0.32812
O -0.89631 0.35672 -1.48630
N -1.83407 1.75185 -0.00774
C -2.34360 2.07544 1.30646
C -3.84408 1.67976 1.36712
N -4.13553 0.75772 0.28990
C -3.74565 -0.53833 0.49172
O -3.41598 -0.96940 1.57264
O -3.82701 -1.27575 -0.62701
C -3.49476 -2.65646 -0.49313
C -4.68216 -3.47309 -0.00523
C -4.02614 1.37926 -1.01454
C -2.72774 2.22426 -1.04968
C 0.85428 1.09023 1.33789
C 1.93287 1.34602 0.28583
H 7.03277 1.05024 -2.27478
H 6.44803 -0.58688 -2.57462
H 7.57043 -0.27974 -1.24886
H 4.70791 0.79546 -1.41948
H 5.82833 1.09546 -0.09097
H 4.68823 -1.62518 -0.87044
H 5.86235 -1.34114 0.43316
H 2.24293 -1.78007 -0.82118
H 1.27105 -0.49285 -1.57913
H -0.18956 -1.83176 -0.17142
H 0.93299 -1.69146 1.19892
H -0.87848 -0.19176 1.60141
H -1.79028 1.54186 2.07338
H -2.22722 3.15196 1.47601
H -4.49230 2.54929 1.24317
H -4.07262 1.18911 2.31267
H -2.65746 -2.75464 0.20551
H -3.18319 -2.96553 -1.49299
H -5.53091 -3.33989 -0.67176
H -4.96287 -3.15277 0.99501
H -4.41264 -4.52488 0.02367
H -4.90482 2.00871 -1.18282
H -3.99665 0.59430 -1.76717
H -2.22501 2.11610 -2.01013
H -2.93694 3.28012 -0.86257
H 0.39476 2.03829 1.62069
H 1.33772 0.65820 2.21719
H 2.70413 2.00250 0.68916
H 1.49723 1.79955 -0.61028
*
```

Computed properties:
SMILES   CCCS(=O)(=O)N1CCC(C(=O)N2CCN(C(=O)OCC)CC2)CC1
Relative energy (zero: lowest compared OMol25 entry of this formula, charge and spin)   2.63 kcal per mole



Molecular formula: C26H23Cl2F6N4O13P2S2Ti
Method: DFT, the ωB97M-V functional and the def2-TZVPD basis

Geometry as ORCA input:
```
! RIJCOSX wB97M-V def2-TZVPD def2/J DEFGRID3
* xyz 1 1
Ti -0.36601 0.19309 -0.01753
C -1.05753 2.19121 3.96884
O -2.30619 1.62600 3.44573
C -1.96001 0.86751 2.44444
N -0.72440 0.78672 2.10741
C 0.02935 1.71685 2.97596
C 1.24039 1.08811 3.62850
C 1.74223 1.63790 4.80349
C 2.88264 1.11576 5.39585
C 3.53558 0.03630 4.82051
C 3.04485 -0.51376 3.64554
C 1.90671 0.01277 3.05170
C -2.94144 0.07115 1.68085
C -4.32227 0.09079 1.72548
C -4.99422 -0.76805 0.86221
C -4.28457 -1.64054 0.03789
C -2.90763 -1.57548 0.07869
N -2.26675 -0.71802 0.86244
C -1.91130 -2.37016 -0.66635
N -0.68048 -2.03716 -0.57787
C 0.08792 -3.00755 -1.37721
C -1.00837 -3.97351 -1.89455
O -2.26167 -3.41942 -1.36687
C 1.17637 -3.70543 -0.59288
C 1.43363 -3.42210 0.74079
C 2.44759 -4.08955 1.41525
C 3.21170 -5.04275 0.76093
C 2.95515 -5.33330 -0.57255
C 1.94389 -4.66652 -1.24483
H -0.91839 1.78407 4.96724
H -1.18359 3.26828 4.01455
H 0.36015 2.54303 2.34277
H 1.25329 2.48829 5.26498
H 3.26342 1.55850 6.30634
H 4.42414 -0.37028 5.28404
H 3.55361 -1.34890 3.18091
H 1.54300 -0.43242 2.13698
H -4.84537 0.76837 2.38485
H -6.07501 -0.75856 0.82991
H -4.78444 -2.33392 -0.62339
H 0.53620 -2.46302 -2.20892
H -0.90541 -4.97892 -1.49429
H -1.09770 -4.00622 -2.97636
H 0.83781 -2.68391 1.26190
H 2.63503 -3.86928 2.45859
H 4.00140 -5.56198 1.28704
H 3.54635 -6.07634 -1.09084
H 1.75469 -4.89483 -2.28874
O 3.11633 -0.65183 -2.11280
P 1.80197 0.09086 -1.70789
O 0.64051 -0.13479 -2.57511
O 1.44805 -0.36404 -0.25275
O 2.20140 1.63928 -1.56969
P 1.56762 2.65175 -0.46227
O 2.61796 2.51873 0.71109
O 1.33169 4.02050 -0.85957
O 0.29131 1.85692 0.08373
H 3.42125 -0.47751 -3.01570
H 2.99250 1.63930 0.85577
Cl -2.66840 2.96368 0.27132
C -2.31624 4.62856 -0.33630
Cl -3.21169 4.99064 -1.78889
H -1.24892 4.67164 -0.52993
H -2.63490 5.30432 0.44684
F -0.75127 -0.02152 -4.87958
C -1.75736 -0.06091 -4.05189
F -2.90045 0.05745 -4.68773
F -1.76451 -1.24222 -3.41051
S -1.77821 1.30493 -2.69327
O -1.63470 0.45302 -1.39102
O -3.10580 1.80919 -2.74876
N -0.64528 2.37009 -2.62903
S -0.53533 3.24896 -4.00046
O -1.34930 2.58956 -4.99103
O -0.65193 4.64901 -3.80654
C 1.18739 2.97787 -4.62854
F 1.17529 3.30652 -5.91179
F 1.55253 1.69492 -4.52337
F 2.06413 3.73229 -3.98381
*
```

Computed properties:
Relative energy (zero: lowest compared OMol25 entry of this formula, charge and spin)   49.29 kcal per mole



Molecular formula: C27H44N4O7
Method: DFT, the ωB97M-V functional and the def2-TZVPD basis

Geometry as ORCA input:
```
! RIJCOSX wB97M-V def2-TZVPD def2/J DEFGRID3
* xyz 0 1
O 21.22757 -14.32566 -21.68345
C 20.98719 -15.22764 -20.81622
O 20.93241 -16.49881 -21.12361
C 21.19981 -17.34142 -20.06205
C 21.05781 -16.40791 -18.84613
C 21.02945 -14.96518 -19.30979
H 22.20086 -17.77197 -20.03668
H 20.51496 -18.18824 -20.01769
H 21.75974 -16.60498 -18.03584
H 20.11857 -16.56559 -18.31597
H 22.04366 -14.62651 -19.09820
H 20.12792 -14.37453 -19.14707
O 18.67218 -15.35888 -21.99158
C 18.73539 -16.52492 -21.58044
O 19.07854 -16.79381 -20.35522
C 18.75577 -18.07390 -19.99471
C 18.62057 -18.87639 -21.31396
C 18.23975 -17.79119 -22.29157
H 17.83951 -18.15268 -19.40959
H 19.59688 -18.42397 -19.39630
H 17.96216 -19.74203 -21.24135
H 19.61229 -19.28240 -21.51331
H 17.18972 -17.74205 -22.57989
H 18.62842 -17.78644 -23.30991
C 21.21330 -15.78149 -16.09748
O 20.06626 -15.66251 -16.91870
H 21.77733 -16.69624 -16.27963
H 21.86749 -14.94267 -16.33522
H 21.14896 -15.50125 -15.04609
H 19.71478 -14.83497 -16.58220
C 18.74610 -18.18825 -17.12383
O 18.11675 -17.09371 -17.81890
H 19.36024 -17.83999 -16.29339
H 17.90901 -18.83776 -16.86783
H 19.34492 -18.79470 -17.80334
H 18.70133 -16.35184 -17.64712
C 16.06935 -17.52619 -18.66107
O 14.92127 -16.78532 -18.82674
H 16.06312 -18.05428 -17.70756
H 16.01944 -18.30424 -19.42280
H 16.89146 -16.90681 -19.01966
H 14.97217 -16.07832 -19.47417
N 16.95049 -17.02043 -14.31373
C 16.83711 -18.29252 -13.59858
C 16.53790 -19.26314 -14.53353
C 16.64113 -18.72887 -15.76022
C 16.80840 -17.30626 -15.64742
H 17.22757 -16.11310 -13.96720
H 16.90887 -18.34149 -12.52209
H 16.23413 -20.28478 -14.35929
H 16.60337 -19.36784 -16.63010
H 17.03865 -16.54039 -16.37324
N 21.04251 -20.49611 -20.79550
C 20.14014 -21.17250 -20.04927
C 19.88267 -20.37676 -18.94321
C 20.81592 -19.33507 -18.98996
C 21.62497 -19.45179 -20.17217
H 21.26972 -20.71986 -21.75384
H 19.72599 -22.10883 -20.39299
H 19.05160 -20.57453 -18.28245
H 20.98770 -18.61177 -18.20654
H 22.36044 -18.78483 -20.59722
N 15.86836 -13.83251 -15.86340
C 15.74684 -15.02760 -16.53247
C 17.02564 -15.32004 -17.11453
C 17.91723 -14.29953 -16.73065
C 17.18580 -13.46027 -15.83180
H 15.16773 -13.41003 -15.27117
H 14.77364 -15.49515 -16.50648
H 17.38782 -16.08239 -17.78835
H 18.96792 -14.21978 -16.96750
H 17.52097 -12.49799 -15.47392
N 19.07111 -18.11653 -14.48239
C 19.35353 -18.39214 -13.18997
C 19.89533 -17.32444 -12.62512
C 20.23843 -16.45087 -13.68217
C 19.66153 -16.96310 -14.83467
H 18.42682 -18.64786 -15.05042
H 19.11271 -19.33741 -12.72644
H 20.13761 -17.16794 -11.58435
H 20.79790 -15.52943 -13.61632
H 19.59745 -16.51811 -15.81665
*
```



Number 1: DFT total energy -37745.08106 eV. Number 2: DFT total energy -42606.75953 eV. Number 3: DFT total energy -164629.91558 eV. Number 4: DFT total energy -48977.67293 eV.